(1)
A molecular structure, C6H9O3PSn at a distorted geometry. Source: OMol25; level of theory: the ωB97M-V functional and the def2-TZVPD basis.

frontier orbital gap: 7.49 eV
strongest force on any atom: 6.8 eV Å⁻¹
total charge: +2
lowest unoccupied orbital energy: -9.35 eV
energy above the lowest of the compared OMol25 structures with the same formula, charge and spin: 12.6 kcal/mol

Last column: natural (NBO) charge in e.
Geometry (Å):
O -1.662 -2.454 2.144  -0.30
C -1.235 -1.600 1.518  0.49
Sn -0.085 -0.117 -0.059  0.97
C -0.452 -0.510 -2.427  0.49
C 2.316 0.153 0.499  0.47
O -0.545 -0.895 -3.496  -0.29
O 3.446 -0.005 0.682  -0.31
C -2.592 3.394 0.447  -0.92
P -1.211 2.208 0.382  0.86
C -0.082 3.133 -0.730  -0.96
C -0.635 2.334 2.120  -0.96
H -3.052 3.536 -0.542  0.28
H -2.251 4.377 0.789  0.28
H -3.379 3.064 1.141  0.28
H -0.090 4.201 -0.525  0.29
H 0.955 2.795 -0.693  0.25
H -0.441 3.011 -1.761  0.27
H -0.674 3.356 2.491  0.29
H -1.316 1.749 2.750  0.27
H 0.378 1.961 2.282  0.25

***

(2)
2 unconnected molecules or ions with the total composition C6H9O4S at a distorted geometry. Source: OMol25; level of theory: the ωB97M-V functional and the def2-TZVPD basis.

frontier orbital gap: 8.39 eV
strongest force on any atom: 4.5 eV Å⁻¹
total charge: -1
lowest unoccupied orbital energy: 3.62 eV
energy above the lowest of the compared OMol25 structures with the same formula, charge and spin: 45.7 kcal/mol

Last column: natural (NBO) charge in e.
Geometry (Å):
C -3.362 -2.076 1.095  -0.31
C -2.941 -0.992 0.783  -0.15
C -0.112 -0.448 -1.454  0.23
C 2.850 0.151 0.227  -0.61
C 1.438 -0.328 0.461  -0.42
C 0.406 0.241 -0.484  -0.50
O -0.946 1.585 1.411  -1.00
O -1.158 -0.116 -2.117  -0.72
O 0.679 2.774 -0.011  -1.00
O -1.503 1.964 -0.920  -1.01
S -0.366 1.745 0.083  2.37
H -3.526 -3.016 1.463  0.21
H -1.418 0.910 -1.705  0.49
H -2.803 -0.063 0.370  0.24
H 0.373 -1.421 -1.694  0.14
H 3.270 -0.422 -0.607  0.19
H 3.502 0.094 1.056  0.19
H 2.841 1.201 0.119  0.23
H 1.338 -0.367 1.582  0.22
H 1.438 -1.414 0.341  0.19

***

(3)
A gas-phase ion, C6H9O8 (charge -1) at a distorted geometry. Source: OMol25; level of theory: the ωB97M-V functional and the def2-TZVPD basis.

frontier orbital gap: 8.13 eV
strongest force on any atom: 3.9 eV Å⁻¹
total charge: -1
lowest unoccupied orbital energy: 3.32 eV
energy above the lowest of the compared OMol25 structures with the same formula, charge and spin: 2.3 kcal/mol
SMILES string: CC(O)(O)C(O)(O)/C(C(=O)O)=C(/[O-])O

Last column: natural (NBO) charge in e.
Geometry (Å):
C -1.262 -1.806 -1.747  -0.64
C -0.309 -1.331 -0.638  0.47
O -0.335 -2.143 0.456  -0.73
O 1.037 -1.271 -1.263  -0.76
C -0.723 0.093 -0.259  0.51
O -1.945 0.080 0.300  -0.74
O -0.861 0.871 -1.430  -0.72
C 0.368 0.797 0.779  -0.55
C 0.166 0.683 2.162  0.75
O -0.738 0.006 2.649  -0.74
O 0.935 1.327 3.061  -0.71
C 1.489 1.461 0.310  0.74
O 2.227 2.136 1.050  -0.74
O 1.864 1.371 -1.059  -0.75
H -2.309 -1.714 -1.286  0.22
H -1.026 -2.799 -2.107  0.20
H -1.081 -1.169 -2.591  0.23
H -0.068 -1.677 1.313  0.50
H 1.458 -0.467 -0.896  0.49
H -1.840 -0.169 1.170  0.50
H -1.199 1.758 -1.070  0.47
H 1.573 1.892 2.444  0.50
H 2.582 2.073 -1.348  0.50

***

(4)
A single C6H9P molecule at a distorted geometry. Source: OMol25; level of theory: the ωB97M-V functional and the def2-TZVPD basis.

frontier orbital gap: 9.58 eV
strongest force on any atom: 3.1 eV Å⁻¹
total charge: 0
lowest unoccupied orbital energy: 0.26 eV
energy above the lowest of the compared OMol25 structures with the same formula, charge and spin: 70.7 kcal/mol
SMILES string: [H]/P=C\CCC=C=C

Last column: natural (NBO) charge in e.
Geometry (Å):
H -3.871 0.966 -1.200  -0.07
P -4.160 0.329 0.072  0.42
C -2.719 -0.521 0.212  -0.55
C -1.365 -0.348 -0.544  -0.45
C -0.089 -0.083 0.268  -0.42
C 1.239 -0.071 -0.503  -0.29
C 2.482 0.037 -0.049  0.10
C 3.683 0.009 0.410  -0.50
H -2.808 -1.134 1.084  0.21
H -1.450 0.361 -1.323  0.21
H -1.247 -1.250 -1.141  0.22
H -0.237 -0.795 1.179  0.22
H -0.101 0.990 0.706  0.22
H 1.282 0.227 -1.559  0.23
H 4.505 -0.785 0.451  0.23
H 4.110 0.904 0.886  0.22

***

(5)
A molecular structure, C6HBr4Cl3GaO2Si at a distorted geometry. Source: OMol25; level of theory: the ωB97M-V functional and the def2-TZVPD basis.

frontier orbital gap: 7.31 eV
strongest force on any atom: 6.0 eV Å⁻¹
total charge: -1
lowest unoccupied orbital energy: 2.32 eV

Last column: natural (NBO) charge in e.
Geometry (Å):
Ga 0.000 0.000 0.000  1.15
Br -2.885 5.881 -0.334  0.05
C -1.758 4.382 0.129  -0.15
C -0.785 4.520 1.124  -0.16
Br -0.569 6.209 2.035  0.05
C 0.032 3.419 1.453  -0.13
Br 1.383 3.644 2.849  0.04
C -0.075 2.131 0.814  0.20
O 0.709 1.166 1.168  -0.76
C -1.101 1.985 -0.235  0.26
O -1.294 0.882 -0.880  -0.77
C -1.907 3.144 -0.530  -0.16
Br -3.276 2.983 -1.917  0.04
Cl 3.304 -1.581 -0.618  -0.40
Si 1.662 -0.750 -1.521  0.85
Cl 2.423 0.729 -2.719  -0.40
Cl 1.008 -2.188 -2.827  -0.40
H -0.621 -1.263 0.782  -0.32

***

(6)
A molecular structure, C6HO6Ti at a distorted geometry. Source: OMol25; level of theory: the ωB97M-V functional and the def2-TZVPD basis.

frontier orbital gap (spin up / spin down): 6.02 / 5.40 eV
strongest force on any atom: 7.6 eV Å⁻¹
total charge: +1
lowest unoccupied orbital energy (spin up / spin down): -6.98 / -7.14 eV
spin multiplicity: 3
energy above the lowest of the compared OMol25 structures with the same formula, charge and spin: 0.0 kcal/mol
expectation value of S²: 2.23

Last column: natural (NBO) charge in e.
Geometry (Å):
O -0.566 2.477 -3.169  -0.31
C -0.506 1.917 -2.149  0.47
Ti -0.411 0.933 -0.468  0.68
C -0.028 0.463 1.756  0.32
O -0.349 0.881 2.841  -0.33
C 0.544 -1.612 0.297  0.24
O -0.267 -1.114 -0.596  -0.57
C 1.602 0.364 -0.697  0.49
O 2.746 0.172 -0.813  -0.37
C -2.425 0.385 -0.550  0.53
O -3.497 -0.054 -0.684  -0.32
H 0.923 -2.627 0.181  0.24
O 1.469 -1.271 2.494  -0.37
C 0.765 -0.915 1.557  0.29

***

total charge of number 2 (C6H9O4S)?
-1